Molecular formula: CH12NO4
Method: DFT, ωB97M-V/def2-TZVPD

Geometry as ORCA input:
```
! RIJCOSX wB97M-V def2-TZVPD def2/J DEFGRID3
* xyz 1 1
C 1.01459 -0.36869 2.03975
N 0.86655 -0.28139 0.76983
H 1.42915 0.46552 2.60011
H 0.71446 -1.28480 2.53371
H 0.69027 -1.16279 0.22317
H 0.30750 0.54034 0.41034
H -1.93203 -4.03210 0.06802
H -0.77772 -5.02975 0.32717
O -1.04134 -4.27061 -0.20829
H 0.32017 -3.09591 -0.71137
H 1.31466 -2.57112 -1.73313
O 0.81843 -2.29244 -0.95444
H -0.28442 2.47441 -0.11817
H -1.53424 1.83940 -0.69491
O -0.61752 1.63546 -0.48132
H -0.57092 5.99676 -2.10195
H -0.44159 5.99249 -0.59671
O -0.27602 5.44524 -1.37182
*
```

- Gap between HOMO and LUMO: 0.341 Ha
- Relative energy (zero: lowest compared OMol25 entry of this formula, charge and spin): 108.9 kJ/mol
- Lowest unoccupied orbital energy: -4.83 eV

Here are the natural (NBO) charges for atoms 1 to 8, given in e: C 0.16; N -0.63; H 0.21; H 0.21; H 0.46; H 0.47; H 0.49; H 0.49